# C4H7NO3

One molecule with the formula C4H7NO3 in a non-equilibrium geometry (wB97M-V/def2-TZVPD, the Open Molecules 2025 dataset).

XYZ file:
```
15
Properties=species:S:1:pos:R:3:forces:R:3
C -0.026 -0.934 -0.213 -2.8 -0.3 2.4
C 2.070 0.363 -0.041 2.0 2.3 -0.6
C 0.743 0.240 -0.787 0.8 -2.9 -1.5
C -1.248 -0.444 0.980 2.3 -0.1 -2.0
N -2.166 0.203 0.065 -2.4 0.2 0.6
O -0.076 -2.097 -0.472 1.0 0.8 -0.4
O -1.876 1.309 -0.347 0.2 0.3 -0.3
O -3.235 -0.341 -0.179 0.7 -0.2 -0.1
H 3.051 -0.124 -0.315 -1.8 -1.0 0.3
H 1.789 0.303 1.010 0.8 0.0 0.2
H 2.536 1.394 -0.244 -1.4 -0.8 0.6
H 0.160 1.132 -0.684 -0.1 0.3 -0.2
H 0.801 -0.155 -1.843 0.4 1.2 0.7
H -1.719 -1.225 1.570 0.2 0.0 -0.4
H -0.803 0.376 1.499 0.2 0.2 0.8
```
Forces are in eV/Å.

The molar mass is 117.10 g mol⁻¹. Its LUMO energy is -0.1 eV. The HOMO energy comes out at -0.3715 Ha. As for the total energy: -11889.706 eV. Its gap between HOMO and LUMO is 10.0 eV.

The Mulliken scheme yields these atomic charges, measured in e:
1 C 0.40
2 C -1.08
3 C -0.16
4 C -0.58
5 N 0.93
6 O -0.46
7 O -0.58
8 O -0.58
9 H 0.31
10 H 0.30
11 H 0.29
12 H 0.29
13 H 0.28
14 H 0.35
15 H 0.31


# C4H7NO3S

One molecule with the formula C4H7NO3S in a non-equilibrium geometry (wB97M-V/def2-TZVPD, the Open Molecules 2025 dataset).

XYZ file:
```
16
Properties=species:S:1:pos:R:3:forces:R:3
C 0.857 -0.392 0.961 0.1 -2.6 -0.5
C 1.229 2.142 0.607 0.5 -1.4 -0.1
C -1.456 -0.776 -0.373 2.0 1.5 -1.8
C -0.557 -0.977 0.875 1.4 2.2 -3.6
N 1.684 3.210 0.340 -0.2 0.4 -0.3
O 0.842 1.054 0.821 -1.4 1.4 -0.1
O 3.131 -1.565 0.349 -0.6 -0.3 -0.5
O 2.431 0.407 -0.986 -0.5 -1.0 0.0
S 1.895 -1.121 -0.326 1.5 2.0 0.9
H -1.161 -1.309 -1.331 0.0 0.0 1.4
H -1.316 0.290 -0.736 -1.0 -0.9 0.7
H -2.452 -1.081 -0.132 -0.8 0.3 0.0
H -0.504 -1.987 0.935 0.8 -3.2 0.8
H -1.061 -0.654 1.683 -1.9 1.1 2.9
H 3.303 0.493 -0.564 0.0 -0.2 -0.1
H 1.604 4.006 0.935 0.3 0.6 0.3
```
Forces are in eV/Å.

The molar mass is 149.17 g mol⁻¹. Its LUMO energy is 0.1 eV. The HOMO energy comes out at -0.2791 Ha. As for the total energy: -22723.059 eV. Its gap between HOMO and LUMO is 7.7 eV.

The Mulliken scheme yields these atomic charges, measured in e:
1 C -0.35
2 C 0.61
3 C -0.98
4 C -0.71
5 N -0.42
6 O 0.02
7 O -0.58
8 O -0.63
9 S 0.59
10 H 0.27
11 H 0.22
12 H 0.36
13 H 0.52
14 H 0.47
15 H 0.33
16 H 0.29


What did the first record say?
# C4H7NO3

One molecule with the formula C4H7NO3 in a non-equilibrium geometry (wB97M-V/def2-TZVPD, the Open Molecules 2025 dataset).

XYZ file:
```
15
Properties=species:S:1:pos:R:3:forces:R:3
C -0.026 -0.934 -0.213 -2.8 -0.3 2.4
C 2.070 0.363 -0.041 2.0 2.3 -0.6
C 0.743 0.240 -0.787 0.8 -2.9 -1.5
C -1.248 -0.444 0.980 2.3 -0.1 -2.0
N -2.166 0.203 0.065 -2.4 0.2 0.6
O -0.076 -2.097 -0.472 1.0 0.8 -0.4
O -1.876 1.309 -0.347 0.2 0.3 -0.3
O -3.235 -0.341 -0.179 0.7 -0.2 -0.1
H 3.051 -0.124 -0.315 -1.8 -1.0 0.3
H 1.789 0.303 1.010 0.8 0.0 0.2
H 2.536 1.394 -0.244 -1.4 -0.8 0.6
H 0.160 1.132 -0.684 -0.1 0.3 -0.2
H 0.801 -0.155 -1.843 0.4 1.2 0.7
H -1.719 -1.225 1.570 0.2 0.0 -0.4
H -0.803 0.376 1.499 0.2 0.2 0.8
```
Forces are in eV/Å.

The molar mass is 117.10 g mol⁻¹. Its LUMO energy is -0.1 eV. The HOMO energy comes out at -0.3715 Ha. As for the total energy: -11889.706 eV. Its gap between HOMO and LUMO is 10.0 eV.

The Mulliken scheme yields these atomic charges, measured in e:
1 C 0.40
2 C -1.08
3 C -0.16
4 C -0.58
5 N 0.93
6 O -0.46
7 O -0.58
8 O -0.58
9 H 0.31
10 H 0.30
11 H 0.29
12 H 0.29
13 H 0.28
14 H 0.35
15 H 0.31